Computed, not measured: an isolated ion of composition C3H7N2OS and charge +1, with the ωB97M-V functional and the def2-TZVPD basis.

XYZ file:
```
14
Properties=species:S:1:pos:R:3:forces:R:3
C -0.980 -0.735 0.588 2.8449 0.5526 0.8144
C -1.304 -0.094 -0.630 -5.2763 3.5387 -2.4600
C 1.094 0.627 0.485 2.5267 2.1224 -2.1250
N 0.896 1.532 -0.612 0.8433 -0.0825 2.2515
N 0.535 -0.753 0.420 2.5146 -0.0483 -0.2975
O 2.207 0.753 -0.386 -2.2252 -0.2201 -1.3551
S -2.411 1.142 -0.600 1.2404 -1.1827 -0.1740
H -1.329 -0.246 1.499 0.2389 -0.2522 -0.1344
H -1.138 -1.727 0.467 -1.5611 -3.3060 0.4450
H 1.425 1.243 1.321 -1.2463 -1.3307 1.3924
H -1.105 -0.474 -1.644 0.5275 -0.3583 0.6308
H 0.177 1.245 -1.272 1.0357 -0.9621 -0.9728
H 1.184 -1.387 0.937 -1.0629 0.4216 0.6090
H 0.747 -1.126 -0.572 -0.4002 1.1076 1.3757
```
Forces are in eV/Å.

Output
SMILES: S=CC[NH2+][C@@H]1NO1
molecular weight: 119.169 g/mol
net charge: +1
gap between HOMO and LUMO: 8.141 eV
largest force on an atom: 0.132 Eh/bohr
spin multiplicity: 1